Density functional theory data (ωB97M-V/def2-TZVPD) for a molecular structure, C27H30BrF15NO7PS2Ti.

Output
net charge: -2
<S²>: 2.0102
2S+1: 3
molar mass: 988.4 g mol⁻¹
frontier orbital gap (spin up / spin down): 0.178 / 0.197 Ha
HOMO (spin up / spin down): -1.283 / -1.801 eV

```
85
Properties=species:S:1:pos:R:3:forces:R:3:lowdin_spin:R:1
Ti -1.000776 2.050891 0.803217 -0.1 2.9 2.8 0.910
C -1.029063 4.933053 -0.645320 -0.1 0.0 -0.1 -0.001
C -1.822529 4.405447 0.397592 0.1 0.4 0.0 0.003
C -1.044283 4.448550 1.588025 -0.3 0.3 -0.2 0.003
C 0.213982 4.978090 1.255921 0.0 0.1 0.0 -0.001
C 0.214906 5.292056 -0.114663 0.1 0.0 0.1 0.005
H -1.326648 5.005849 -1.683839 0.0 0.0 0.0 0.000
H -2.886225 4.220832 0.341014 0.0 -0.2 0.0 0.001
H -1.422134 4.262486 2.583326 0.1 -0.2 0.0 0.001
H 1.045129 5.098127 1.938228 0.0 0.0 0.0 0.000
H 1.053481 5.691136 -0.674120 0.0 0.0 0.0 0.001
C 0.931164 -5.696188 0.178570 0.1 0.0 0.0 0.000
C 1.118173 -4.329412 0.834651 0.1 0.0 0.2 0.000
C 0.573116 -4.379220 2.269027 0.0 0.0 0.0 0.000
P 0.471890 -2.755241 0.038242 0.0 -0.3 -0.1 0.000
C -0.945441 -3.240720 -1.072986 0.0 0.0 0.0 0.002
C -0.753908 -4.187850 -2.258217 0.0 0.0 0.0 0.000
C -2.149178 -3.652888 -0.224747 0.0 0.0 0.0 0.000
C 1.772652 -2.315478 -1.230152 0.1 0.1 0.1 0.000
C 2.664210 -3.424830 -1.784883 0.0 0.0 -0.1 0.000
C 2.641455 -1.198201 -0.643656 0.0 0.0 0.0 0.000
H 1.427642 -6.466731 0.779712 0.0 0.0 0.0 0.000
H 1.345028 -5.744010 -0.827490 0.0 0.0 0.0 0.000
H -0.125779 -5.962099 0.123620 0.0 0.0 0.0 0.000
H 2.195860 -4.137398 0.914641 0.0 0.0 0.0 0.000
H -0.505360 -4.557209 2.267186 0.0 0.0 0.0 0.000
H 0.741279 -3.438216 2.792348 0.0 0.0 0.0 0.000
H 1.045285 -5.187147 2.838638 0.0 0.0 0.0 0.000
H -1.171628 -2.262728 -1.514053 -0.1 0.0 0.0 0.002
H 0.066152 -3.870345 -2.904281 0.0 0.0 0.0 0.000
H -1.663885 -4.181200 -2.867434 0.0 0.0 0.0 0.000
H -0.572714 -5.218082 -1.953473 0.0 0.0 0.0 0.000
H -1.958922 -4.595160 0.298069 0.0 0.0 0.0 0.000
H -3.030572 -3.793466 -0.855717 0.0 0.0 0.0 0.000
H -2.399967 -2.896889 0.521673 0.0 0.0 0.0 0.000
H 1.191022 -1.875836 -2.048304 0.0 0.0 0.0 0.000
H 3.298052 -3.848746 -1.001662 0.0 0.0 0.0 0.000
H 3.331313 -3.016079 -2.551631 0.0 0.0 0.0 0.000
H 2.101683 -4.240937 -2.237507 0.0 0.0 0.0 0.000
H 3.259860 -1.578332 0.175911 0.0 0.0 0.0 0.000
H 2.029649 -0.388926 -0.244313 0.0 0.0 0.0 0.000
H 3.307949 -0.780242 -1.405720 0.0 0.0 0.0 0.000
F 2.643581 1.047639 2.103307 0.0 0.0 0.0 0.000
C 1.931848 0.519765 3.097993 0.0 0.0 0.0 0.000
F 1.533865 -0.695344 2.706058 0.0 0.0 0.0 0.000
F 2.781800 0.337255 4.136521 0.0 0.0 0.0 0.000
C 0.708271 1.438579 3.452830 0.1 0.2 -0.2 -0.001
O 0.196684 1.955616 2.339640 0.0 -0.4 0.5 -0.001
C -0.331978 0.604057 4.265245 0.0 0.0 0.0 0.000
F 0.261373 -0.094940 5.267382 0.0 0.0 0.0 0.000
F -1.245418 1.398658 4.834849 0.0 0.0 0.0 0.000
F -0.967587 -0.266342 3.498233 0.0 0.0 0.0 0.000
C 1.220518 2.623859 4.339515 0.0 0.0 0.0 0.000
F 1.613790 2.254955 5.579329 0.0 0.0 0.0 0.000
F 2.272861 3.216924 3.756073 0.1 0.0 0.0 0.000
F 0.279219 3.552543 4.495072 0.0 0.0 0.0 0.000
Br 4.717224 3.683635 -5.512278 0.0 0.0 0.0 0.000
C 3.417706 3.009606 -4.289172 -0.2 0.0 0.2 0.002
C 3.205030 3.667591 -3.085736 0.3 0.1 -0.3 0.000
C 2.250260 3.187653 -2.211514 -0.4 -0.3 0.2 0.002
C 1.493811 2.053197 -2.526066 1.5 0.7 -1.2 0.000
C 1.734811 1.405181 -3.742602 -0.2 0.1 0.4 0.001
C 2.689599 1.879925 -4.622744 0.2 0.0 -0.2 0.000
C 0.493309 1.539335 -1.603524 -1.3 -0.5 2.0 0.011
O 0.337222 2.180089 -0.492965 2.4 0.0 -3.0 0.018
O -0.149114 0.523250 -1.910776 0.4 0.0 -0.7 0.024
H 3.785310 4.545766 -2.836584 0.0 0.0 0.0 0.000
H 2.059620 3.685121 -1.268373 -0.1 0.0 0.0 0.000
H 1.147295 0.529942 -3.985529 0.0 0.0 0.0 0.000
H 2.870656 1.375091 -5.562470 0.0 0.0 0.0 0.000
F -4.380457 0.523152 -2.581244 0.1 0.0 0.0 0.101
C -3.348210 -0.306113 -2.497789 -0.4 -0.1 -0.3 0.471
F -2.606661 -0.205234 -3.598640 0.0 0.0 0.1 0.086
F -3.802483 -1.560529 -2.399344 0.1 0.1 0.0 0.079
S -2.028755 0.087836 -0.486394 -1.0 0.6 3.3 0.126
O -0.968976 0.108877 0.662345 -0.4 -2.1 -1.8 0.114
O -2.261521 1.613209 -0.636385 0.0 -0.9 -1.7 -0.005
N -3.412213 -0.268256 0.480718 0.0 -0.2 -0.7 0.020
S -3.807155 0.801096 1.519647 0.5 0.7 0.7 0.007
O -2.710723 1.709735 1.966603 -1.4 -0.5 0.0 0.013
O -4.627373 0.343782 2.607544 0.1 -0.5 -0.1 0.001
C -5.039387 1.985742 0.756755 -0.1 -0.1 0.0 0.003
F -4.719246 2.521152 -0.414615 0.0 0.0 0.0 0.000
F -5.266142 2.991663 1.616741 0.0 0.0 0.0 0.001
F -6.204156 1.328585 0.586883 0.0 0.0 0.0 0.000
```
Positions in Å, forces in eV/Å.